C15H44N4O7 | the ωB97M-V functional and the def2-TZVPD basis

The value obtained for the energy is -36553.677 eV. The LUMO energy comes out at -0.269 eV. The calculation puts the energy above the lowest of the compared OMol25 structures with the same formula, charge and spin at 8.914 eV. The SMILES is NC(N)=O.NC(N)=O.CC(C)O.CC(C)O.CC(C)O.CC(C)O.CO. For the HOMO energy, the calculation gives -8.514 eV. The calculation puts the frontier orbital gap at 0.303 hartree.

```
! RIJCOSX wB97M-V def2-TZVPD def2/J DEFGRID3
* xyz 0 1
N 22.273 -0.752 26.383
C 23.510 -1.108 26.592
N 24.059 -1.555 25.499
O 24.046 -1.110 27.843
H 21.735 -0.495 27.288
H 21.652 -1.240 25.760
H 25.045 -1.768 25.657
H 23.477 -2.258 24.977
N 24.363 0.346 23.606
C 23.856 1.445 23.821
N 23.035 1.524 24.759
O 23.997 2.529 22.945
H 24.940 0.317 22.757
H 24.199 -0.449 24.258
H 22.982 2.516 25.083
H 22.636 0.718 25.293
C 23.115 5.934 27.073
C 23.862 4.637 26.827
C 23.322 3.370 27.603
O 23.927 4.258 25.622
H 23.183 6.386 28.041
H 22.078 5.849 26.817
H 23.484 6.689 26.433
H 24.868 4.753 27.081
H 23.184 3.772 28.644
H 24.058 2.523 27.632
H 22.341 2.940 27.342
H 24.868 4.333 25.391
C 28.622 2.453 21.114
C 30.148 2.479 21.100
C 30.731 1.056 20.827
O 30.576 3.268 20.292
H 28.196 3.367 21.538
H 28.137 1.705 21.635
H 28.393 2.348 20.085
H 30.379 2.712 22.193
H 31.829 0.957 20.916
H 30.341 0.654 19.915
H 30.216 0.491 21.603
H 30.041 3.476 19.528
C 27.665 1.038 24.028
C 27.268 0.492 25.407
C 26.390 1.526 26.124
O 26.511 -0.489 25.262
H 26.936 1.515 23.404
H 28.033 0.157 23.468
H 28.483 1.838 24.150
H 28.156 0.285 25.942
H 26.347 1.286 27.153
H 25.341 1.516 25.799
H 26.940 2.515 26.046
H 25.592 -0.192 25.030
C 26.567 -3.907 24.137
C 25.718 -3.546 22.931
C 26.008 -2.239 22.267
O 25.770 -4.319 21.970
H 26.262 -3.325 25.020
H 27.597 -3.530 23.981
H 26.475 -4.986 24.223
H 24.635 -3.395 23.198
H 25.265 -2.096 21.491
H 26.888 -2.261 21.704
H 26.084 -1.506 23.018
H 25.643 -5.142 22.352
C 26.511 4.326 24.004
O 26.418 5.330 24.931
H 26.136 4.682 23.047
H 25.817 3.538 24.298
H 27.480 3.894 24.007
H 26.607 6.146 24.429
*
```

Here is what Löwdin gives for the atomic charges, in e: number 1, N, carries 0.117; number 2, C, carries -0.623; number 3, N, carries 0.117; number 4, O, carries -0.044; number 5, H, carries 0.185; number 6, H, carries 0.125; number 7, H, carries 0.104; number 8, H, carries 0.171; number 9, N, carries 0.165; number 10, C, carries -0.737; number 11, N, carries 0.187; number 12, O, carries -0.130; number 13, H, carries 0.139; number 14, H, carries 0.062; number 15, H, carries 0.117; number 16, H, carries 0.088; number 17, C, carries -0.022; number 18, C, carries -0.587; number 19, C, carries -0.034; number 20, O, carries -0.033; number 21, H, carries 0.071; number 22, H, carries 0.076; number 23, H, carries 0.063; number 24, H, carries 0.119; number 25, H, carries 0.080; number 26, H, carries 0.071; number 27, H, carries 0.068; number 28, H, carries 0.059; number 29, C, carries -0.033; number 30, C, carries -0.675; number 31, C, carries -0.031; number 32, O, carries 0.055; number 33, H, carries 0.087; number 34, H, carries 0.019; number 35, H, carries 0.076; number 36, H, carries 0.154; number 37, H, carries 0.086; number 38, H, carries 0.064; number 39, H, carries 0.059; number 40, H, carries 0.128; number 41, C, carries -0.053; number 42, C, carries -0.573; number 43, C, carries -0.017; number 44, O, carries -0.054; number 45, H, carries 0.046; number 46, H, carries 0.084; number 47, H, carries 0.107; number 48, H, carries 0.140; number 49, H, carries 0.069; number 50, H, carries 0.066; number 51, H, carries 0.107; number 52, H, carries 0.058; number 53, C, carries 0.001; number 54, C, carries -0.679; number 55, C, carries -0.041; number 56, O, carries 0.065; number 57, H, carries 0.065; number 58, H, carries 0.103; number 59, H, carries 0.083; number 60, H, carries 0.134; number 61, H, carries 0.100; number 62, H, carries 0.078; number 63, H, carries 0.032; number 64, H, carries 0.085; number 65, C, carries -0.193; number 66, O, carries -0.102; number 67, H, carries 0.109; number 68, H, carries 0.041; number 69, H, carries 0.059; number 70, H, carries 0.115